--- P ---
Formula: C3H10NS
Source: OMol25
Level of theory: ωB97M-V with the def2-TZVPD basis set

XYZ file:
```
15
Properties=species:S:1:pos:R:3
C 1.15074 -0.93016 2.65956
N 1.40747 -2.06544 1.76842
H 1.35535 -1.23381 3.67888
H 1.77062 -0.02424 2.59727
H 0.05168 -0.73284 2.65509
H 1.37934 -1.61382 0.82994
H 2.40594 -2.26247 1.86954
C -0.45502 1.88788 -2.37347
C -1.32383 1.24144 -1.27118
S -0.54672 -0.13106 -0.53099
H -0.79916 2.95725 -2.51126
H 0.51989 2.00325 -1.94043
H -0.27484 1.32590 -3.31649
H -1.36181 1.91625 -0.47750
H -2.38306 1.02463 -1.35756
```

Results
* HOMO level: -2.100 eV
* charge: -1

***

--- Q ---
Formula: C3H10NS
Source: OMol25
Level of theory: ωB97M-V with the def2-TZVPD basis set

XYZ file:
```
15
Properties=species:S:1:pos:R:3
C -1.24826 0.07545 0.79405
C -0.55534 -0.70727 -0.31887
C -0.24211 0.17514 -1.50199
N 0.67961 -1.36627 0.11025
H -2.16048 0.54795 0.42406
H -1.51792 -0.57453 1.63399
H -0.60664 0.87893 1.15385
H -1.22650 -1.50989 -0.63047
H 0.14567 -0.41884 -2.32114
H -1.13176 0.71710 -1.82396
H 0.54838 0.88724 -1.26158
H 0.51268 -1.92292 0.94229
H 1.37646 -0.66691 0.40051
S 2.16416 1.66955 0.92627
H 3.26206 2.21526 1.47273
```

Results
* HOMO level: -2.796 eV
* charge: -1

***

Quick ranking, most stable first: Q, P.

***

--- P ---
Formula: CH4NO2
Source: OMol25
Level of theory: ωB97M-V with the def2-TZVPD basis set

XYZ file:
```
8
Properties=species:S:1:pos:R:3
O 0.81163 0.91548 1.95050
H 1.48995 1.03974 1.27284
C -1.36125 -0.12580 -0.87419
N -0.28545 -1.02931 -1.04845
O -1.11259 0.76470 -0.03632
H 0.04639 0.60697 1.39745
H 0.62182 -0.67562 -0.72502
H -0.21050 -1.49615 -1.93680
```

Results
* HOMO level: -1.859 eV
* charge: -1

***

--- Q ---
Formula: CH4NO2
Source: OMol25
Level of theory: ωB97M-V with the def2-TZVPD basis set

XYZ file:
```
8
Properties=species:S:1:pos:R:3
C -0.99616 0.12620 -0.16192
N 1.12163 0.60803 -0.05898
O 1.53895 -0.71708 0.07985
O -0.95771 -1.11635 0.10677
H -1.12540 0.28774 -1.23149
H -1.45874 0.79267 0.49878
H 1.14698 1.15661 0.87060
H 0.73047 -1.13781 -0.10360
```

Results
* HOMO level: -2.260 eV
* charge: -1

***

Quick ranking, most stable first: P, Q.

***

--- P ---
Formula: CH4NO2
Source: OMol25
Level of theory: ωB97M-V with the def2-TZVPD basis set

XYZ file:
```
8
Properties=species:S:1:pos:R:3
O 2.13979 -0.39792 0.24021
H 2.02793 -0.62523 1.16507
C -0.69152 -0.37359 0.23332
N -1.14628 0.51640 -0.78311
O -1.31882 -0.55282 1.27711
H 1.19267 -0.56777 -0.08654
H -1.70894 1.32652 -0.51716
H -0.49481 0.67441 -1.52890
```

Results
* HOMO level: -1.645 eV
* charge: -1

***

--- Q ---
Formula: CH4NO2
Source: OMol25
Level of theory: ωB97M-V with the def2-TZVPD basis set

XYZ file:
```
8
Properties=species:S:1:pos:R:3
O 0.81995 2.05369 -0.80907
H 0.47318 1.17605 -0.98847
C -0.25956 -0.97341 0.79262
N -1.29841 -1.28404 -0.29680
O 0.74554 -0.24177 0.65801
H 1.20114 1.99416 0.07107
H -1.54369 -2.24570 -0.31915
H -2.00833 -0.59115 -0.23311
```

Results
* HOMO level: -1.290 eV
* charge: -1

***

Quick ranking, most stable first: P, Q.

***

--- P ---
Formula: C4H28BO22
Source: OMol25
Level of theory: ωB97M-V with the def2-TZVPD basis set

XYZ file:
```
55
Properties=species:S:1:pos:R:3
O -0.63494 1.30036 3.73295
C 0.19445 1.02003 2.88620
O 0.46302 -0.19894 2.44327
B 0.89119 -0.02241 1.07857
O 1.17501 1.43789 0.86383
C 0.83013 2.14818 1.92488
O 0.96280 3.32965 2.05861
O -0.20854 -0.50352 0.16961
C 0.22188 -1.39655 -0.71917
O -0.39197 -1.96552 -1.57003
C 1.78344 -1.39526 -0.52655
O 2.09360 -0.77302 0.60256
O 2.54156 -1.90907 -1.36756
O 2.59252 2.01800 -2.54942
H 3.37270 1.54829 -2.32095
H 1.92852 1.84923 -1.84389
O 3.36692 -2.63030 -4.84304
H 3.83186 -2.54586 -3.95070
H 2.70072 -1.90165 -4.73527
O -4.44800 0.97313 2.61094
H -4.04316 1.72701 3.18319
H -4.11484 1.22775 1.71934
O -0.47253 -4.98192 -1.65843
H -0.81979 -4.20448 -2.09030
H 0.28123 -4.60629 -1.17778
O -2.86590 -1.02422 4.55626
H -3.31588 -0.62616 3.81803
H -1.98485 -0.66901 4.47187
O 0.89439 -3.74489 1.39869
H 0.21269 -4.36355 1.65623
H 1.30540 -3.35520 2.18579
O 1.89600 0.18615 -5.10457
H 2.62745 0.52162 -5.62911
H 2.12813 0.31394 -4.13699
O -2.98306 2.93618 3.97656
H -2.70458 3.84921 3.68523
H -2.09039 2.48010 4.01217
O 4.42544 0.17860 -2.28853
H 5.36861 0.28668 -2.03386
H 4.11158 -0.66738 -1.88564
O -1.49914 5.01704 2.88251
H -0.72117 4.45383 3.09744
H -1.41861 5.10791 1.90010
O -6.80518 1.94503 1.19676
H -6.14609 1.60310 1.83768
H -6.36007 1.82639 0.33182
O -1.86532 -4.75145 0.96771
H -2.20015 -3.81306 0.86718
H -1.58133 -4.97743 0.07808
O 5.67827 2.54976 -3.33798
H 5.22331 1.73820 -3.57411
H 4.90867 3.06154 -2.94577
O -3.16817 0.22950 -1.89189
H -2.61279 -0.48675 -1.49062
H -2.55508 0.64963 -2.52188
```

Results
* HOMO level: -8.680 eV
* charge: -1

***

--- Q ---
Formula: C4H28BO22
Source: OMol25
Level of theory: ωB97M-V with the def2-TZVPD basis set

XYZ file:
```
55
Properties=species:S:1:pos:R:3
O 30.84475 14.26365 -25.94305
C 30.11262 13.31120 -25.95768
O 30.30942 12.14712 -25.42998
B 29.24549 11.21463 -25.85692
O 28.37266 11.99633 -26.73719
C 28.76100 13.26697 -26.69731
O 28.18113 14.21200 -27.11573
O 28.49278 10.56491 -24.75123
C 28.59894 9.26784 -24.82756
O 28.11808 8.46467 -24.06989
C 29.55642 8.92708 -25.98869
O 29.92809 10.07994 -26.53227
O 29.89735 7.83618 -26.32072
O 26.62731 6.92232 -25.88396
H 26.66654 7.66925 -25.26736
H 25.82120 6.45308 -25.64576
O 29.54152 16.08204 -23.93073
H 28.82128 15.49502 -23.67348
H 29.86981 15.71930 -24.76869
O 27.97540 11.80360 -22.15865
H 27.31599 11.26364 -21.71222
H 28.29636 11.24288 -22.88320
O 27.71364 6.92123 -28.63806
H 27.34849 7.03680 -27.74638
H 27.56220 7.76991 -29.07612
O 25.01710 7.98737 -23.61736
H 24.15396 8.15796 -23.22470
H 25.51944 7.53220 -22.92944
O 27.25176 9.83179 -28.76711
H 28.10247 10.28151 -28.69304
H 26.75303 10.13061 -27.99770
O 26.70491 16.90715 -28.49853
H 27.24965 17.07301 -29.27351
H 27.34381 16.77682 -27.79162
O 32.98707 11.25294 -23.78768
H 32.52365 10.49419 -24.17162
H 33.53030 11.60339 -24.50295
O 29.34933 15.86084 -29.30116
H 29.48614 15.43603 -28.44032
H 30.07354 16.49266 -29.37865
O 32.26601 8.39875 -24.37944
H 32.18027 8.83970 -25.23730
H 33.20946 8.20907 -24.29601
O 27.59431 13.30518 -30.41633
H 28.03036 13.52046 -29.58268
H 27.91054 12.42453 -30.64641
O 32.90018 15.47934 -24.12562
H 32.15587 15.16402 -24.66162
H 32.83937 14.96698 -23.31298
O 30.93308 5.79163 -23.84961
H 31.21057 6.60702 -24.29398
H 30.22942 5.44203 -24.41744
O 28.91947 4.94083 -26.10990
H 28.82029 5.87880 -26.33386
H 28.04701 4.67806 -25.80629
```

Results
* HOMO level: -8.125 eV
* charge: -1

***

--- R ---
Formula: C4H28BO22
Source: OMol25
Level of theory: ωB97M-V with the def2-TZVPD basis set

XYZ file:
```
55
Properties=species:S:1:pos:R:3
O 29.11200 48.81800 13.20100
C 28.80000 47.56300 13.10300
O 28.31900 46.89600 13.95100
B 28.23200 45.56100 13.49900
O 28.66200 45.60100 12.03700
C 28.87300 46.76200 11.89000
O 29.18100 47.16700 10.80500
O 26.85600 45.07300 13.67400
C 26.88800 43.98600 14.45500
O 25.92800 43.30900 14.76500
C 28.21000 43.85500 14.91600
O 28.97700 44.63700 14.39900
O 28.57700 43.11000 15.86500
O 30.26900 49.63500 9.64700
H 30.28100 48.70700 10.05200
H 31.02500 50.28700 10.04500
O 28.16800 40.23800 17.09800
H 28.34300 40.91600 16.46400
H 27.99000 40.77700 17.91800
O 31.22400 43.64400 12.62800
H 31.06900 44.48800 12.96100
H 31.32200 43.12800 13.36200
O 28.32000 51.33000 13.36600
H 28.67200 50.46800 13.54500
H 27.75700 51.48900 14.17200
O 25.71500 40.07700 14.80800
H 26.48300 39.32000 14.88400
H 25.83800 40.44400 15.62300
O 24.84200 46.92200 11.63100
H 25.46800 46.15500 11.78500
H 25.15600 47.59500 12.07100
O 31.68900 46.80200 13.89900
H 32.16100 47.67100 14.14000
H 31.19100 46.74600 14.72700
O 31.21800 41.88000 14.74600
H 30.32200 42.25000 15.06100
H 30.99000 40.93100 15.00400
O 30.46700 46.90400 16.45400
H 30.27900 46.66200 17.39000
H 29.93100 47.58400 16.16800
O 29.78200 42.53000 18.44900
H 30.31100 41.86700 17.95800
H 29.31900 42.72500 17.72800
O 23.26500 42.65000 14.95600
H 24.08600 42.72800 14.63300
H 22.82900 41.85200 14.61700
O 24.99700 42.08000 16.96300
H 24.54900 42.38200 16.21000
H 25.69700 42.68700 17.14400
O 25.81500 49.11200 13.16100
H 26.26900 48.91600 13.96300
H 25.71200 50.09200 13.16300
O 30.58700 45.35300 8.77700
H 30.48800 46.07000 9.34400
H 29.80400 44.69000 8.96900
```

Results
* HOMO level: -8.099 eV
* charge: -1

***

--- S ---
Formula: C4H28BO22
Source: OMol25
Level of theory: ωB97M-V with the def2-TZVPD basis set

XYZ file:
```
55
Properties=species:S:1:pos:R:3
O -22.83560 17.66903 -25.38935
C -22.53809 16.77612 -26.14983
O -21.31720 16.37331 -26.49170
B -21.46402 15.21805 -27.45507
O -22.92641 15.08002 -27.62342
C -23.58221 15.95597 -26.94344
O -24.81819 16.10743 -26.92522
O -20.71722 14.05052 -26.92830
C -19.76771 13.72675 -27.70711
O -19.05636 12.75620 -27.56246
C -19.78592 14.71754 -28.90634
O -20.77637 15.55892 -28.71630
O -18.94858 14.76108 -29.83010
O -22.44808 8.27899 -29.35602
H -22.61153 8.01397 -30.26116
H -21.79007 8.97086 -29.42362
O -20.20293 13.03053 -21.52296
H -21.12069 12.80962 -21.36441
H -20.06033 12.81630 -22.44493
O -27.17988 13.34888 -30.99229
H -27.48690 14.01611 -31.60611
H -26.38133 13.71856 -30.61562
O -13.28271 9.09724 -28.29086
H -13.40373 9.06624 -27.34184
H -13.85546 9.80642 -28.58279
O -25.16615 17.20835 -20.26212
H -24.96881 17.77412 -21.00858
H -25.84365 16.61376 -20.58413
O -14.25516 7.87627 -23.99934
H -15.00895 8.43766 -23.81807
H -14.21873 7.27562 -23.25494
O -17.54603 16.97283 -21.79246
H -18.19204 16.32661 -21.50731
H -17.42950 16.79962 -22.72662
O -17.74040 6.75115 -29.48920
H -17.24223 7.56726 -29.53423
H -18.62346 6.99332 -29.76810
O -26.59966 22.87271 -22.32459
H -26.27547 22.72822 -23.21355
H -27.32082 23.49323 -22.43005
O -31.36353 16.06605 -25.41598
H -30.69108 16.66133 -25.08478
H -30.88691 15.45337 -25.97607
O -16.62503 17.19371 -26.12387
H -17.54662 17.43020 -26.01907
H -16.33936 17.67876 -26.89806
O -28.99040 20.43973 -28.15731
H -29.72904 20.47765 -28.76494
H -28.60124 19.57797 -28.30611
O -25.78821 10.35544 -26.91274
H -26.32875 10.91980 -27.46550
H -25.15111 9.96968 -27.51401
O -18.70505 13.82298 -35.49190
H -18.38974 14.61914 -35.91963
H -18.61944 14.00345 -34.55578
```

Results
* HOMO level: -7.676 eV
* charge: -1

***

Quick ranking, most stable first: P, Q, S, R.